[1]
The following is a DFT calculation (the ωB97M-V functional and the def2-TZVPD basis) of C3H9NS as an isolated structure in a non-equilibrium geometry.

Computed properties:
⟨S²⟩: 0.753
Multiplicity: 2
Calculated total energy (eV): -15572.9551
Charge: +1
ΔE to the lowest compared entry with this formula, charge and spin (kcal per mole): 15.3
E_HOMO (spin up / spin down) (eV): -14.103 / -14.065

Atoms and positions in Å:
1 C 2.22 -0.04 -0.69
2 C 1.06 0.54 0.04
3 C 0.03 -0.18 0.41
4 N -1.17 0.42 0.98
5 H 2.22 -1.12 -0.60
6 H 2.15 0.20 -1.75
7 H 3.17 0.33 -0.32
8 H 1.05 1.61 0.17
9 H -0.04 -1.25 0.24
10 H -1.10 1.44 0.87
11 H -2.20 0.12 0.26
12 H -1.23 0.23 1.99
13 S -3.41 -0.73 -0.40
14 H -2.74 -1.57 -1.22

---

[2]
The following is a DFT calculation (the ωB97M-V functional and the def2-TZVPD basis) of a single C5H9BN2O2 molecule in a non-equilibrium geometry.

Computed properties:
Calculated total energy (eV): -13082.0868
ΔE to the lowest compared entry with this formula, charge and spin (kcal per mole): 53.9
E_HOMO (spin up / spin down) (eV): -7.263 / -7.263

Atoms and positions in Å:
1 B 3.62 -0.32 -0.05
2 C 0.17 1.75 0.59
3 C -1.04 1.15 0.65
4 C 2.31 0.46 0.31
5 C -3.12 -0.76 -1.07
6 C -2.65 -0.55 0.35
7 N 1.27 1.01 0.45
8 N -1.25 -0.10 0.38
9 O 4.78 0.30 -0.31
10 O 3.51 -1.68 -0.15
11 H 0.47 2.74 0.94
12 H -1.91 1.80 0.67
13 H -3.02 0.19 -1.60
14 H -4.22 -1.07 -0.95
15 H -2.59 -1.63 -1.49
16 H -2.88 -1.22 1.12
17 H -3.37 0.29 0.66
18 H 5.54 -0.26 -0.28
19 H 4.38 -2.11 -0.23

---

[3]
The following is a DFT calculation (the ωB97M-V functional and the def2-TZVPD basis) of a 11-piece molecular cluster, C33H88O11 overall in a non-equilibrium geometry.

Computed properties:
⟨S²⟩: 0.754
Multiplicity: 2
Calculated total energy (eV): -58155.7505
Charge: +1
ΔE to the lowest compared entry with this formula, charge and spin (kcal per mole): 94.8
E_HOMO (spin up / spin down) (eV): -11.565 / -11.565

Atoms and positions in Å:
1 C -3.20 -2.09 1.46
2 C -4.62 -2.48 1.73
3 C -4.99 -2.85 3.16
4 O -5.30 -1.31 1.32
5 H -3.02 -1.15 1.98
6 H -2.95 -1.85 0.43
7 H -2.47 -2.87 1.69
8 H -4.76 -3.33 1.06
9 H -4.63 -3.84 3.46
10 H -6.07 -2.87 3.31
11 H -4.36 -2.21 3.78
12 H -5.07 -0.71 2.03
13 C -0.99 1.18 0.60
14 C 0.16 0.14 0.72
15 C 0.15 -0.96 -0.30
16 O 1.39 0.86 0.75
17 H -1.88 0.70 1.02
18 H -1.33 1.50 -0.38
19 H -0.85 1.99 1.32
20 H 0.09 -0.46 1.63
21 H 0.05 -0.53 -1.30
22 H -0.63 -1.71 -0.28
23 H 1.13 -1.41 -0.18
24 H 1.83 0.73 1.59
25 C 2.86 -2.18 2.82
26 C 2.21 -1.02 3.67
27 C 2.75 -1.04 5.07
28 O 2.55 0.31 3.23
29 H 2.23 -2.17 1.94
30 H 2.80 -3.21 3.16
31 H 3.79 -1.90 2.32
32 H 1.12 -1.03 3.69
33 H 3.80 -1.34 5.04
34 H 2.32 -1.92 5.55
35 H 2.73 -0.14 5.68
36 H 3.51 0.27 3.25
37 C 1.23 -6.33 0.75
38 C 0.18 -5.31 1.00
39 C -0.93 -5.27 -0.03
40 O -0.41 -5.81 2.20
41 H 1.00 -7.39 0.84
42 H 2.00 -6.28 1.52
43 H 1.81 -6.11 -0.15
44 H 0.63 -4.32 1.02
45 H -0.60 -5.26 -1.07
46 H -1.57 -4.39 0.05
47 H -1.65 -6.08 0.07
48 H -0.69 -6.71 2.01
49 C 2.91 -1.68 -2.91
50 C 3.80 -2.84 -2.29
51 C 3.88 -2.83 -0.77
52 O 3.10 -4.01 -2.65
53 H 1.86 -1.71 -2.65
54 H 3.08 -1.36 -3.93
55 H 3.22 -0.79 -2.35
56 H 4.74 -2.98 -2.81
57 H 4.69 -2.24 -0.34
58 H 4.04 -3.87 -0.47
59 H 3.02 -2.49 -0.19
60 H 2.15 -3.85 -2.70
61 C -5.71 -0.42 -3.00
62 C -4.51 -0.01 -2.14
63 C -3.68 0.97 -2.90
64 O -4.93 0.47 -0.86
65 H -6.41 0.41 -3.06
66 H -6.03 -1.32 -2.48
67 H -5.38 -0.74 -3.99
68 H -3.93 -0.93 -2.03
69 H -2.92 1.46 -2.29
70 H -4.49 1.62 -3.23
71 H -3.17 0.47 -3.73
72 H -5.30 -0.30 -0.43
73 C 6.62 -1.33 2.16
74 C 6.11 0.14 2.12
75 C 5.16 0.59 1.04
76 O 5.62 0.35 3.36
77 H 6.72 -1.81 1.18
78 H 5.88 -1.94 2.67
79 H 7.59 -1.50 2.62
80 H 7.00 0.77 2.17
81 H 4.15 0.19 1.13
82 H 5.35 0.16 0.05
83 H 5.17 1.68 0.97
84 H 6.34 0.59 3.95
85 C 1.57 5.45 1.94
86 C 1.33 4.21 1.10
87 C 0.65 4.52 -0.28
88 O 2.49 3.52 0.69
89 H 1.99 5.36 2.94
90 H 0.71 6.10 2.08
91 H 2.26 6.14 1.46
92 H 0.76 3.58 1.78
93 H 0.45 3.67 -0.94
94 H 1.38 5.10 -0.84
95 H -0.23 5.16 -0.22
96 H 2.29 2.59 0.55
97 C -6.54 1.22 2.36
98 C -5.16 1.58 2.85
99 C -4.76 1.11 4.21
100 O -4.24 1.21 1.92
101 H -6.58 1.49 1.31
102 H -7.31 1.87 2.77
103 H -6.82 0.22 2.70
104 H -5.07 2.67 2.85
105 H -3.75 1.42 4.50
106 H -4.94 0.04 4.32
107 H -5.51 1.63 4.79
108 H -4.44 1.41 1.00
109 C -2.61 4.93 -5.55
110 C -2.20 3.60 -4.90
111 C -1.83 3.67 -3.40
112 O -3.33 2.83 -5.10
113 H -2.05 5.68 -4.99
114 H -3.63 5.28 -5.67
115 H -2.23 4.84 -6.57
116 H -1.23 3.46 -5.37
117 H -1.36 2.74 -3.09
118 H -2.68 3.62 -2.72
119 H -1.11 4.46 -3.16
120 H -3.94 2.84 -4.36
121 C 4.09 2.04 -2.66
122 C 2.96 2.12 -3.67
123 C 3.43 1.43 -5.06
124 O 1.76 1.53 -3.26
125 H 4.86 2.75 -2.97
126 H 4.46 1.02 -2.59
127 H 3.83 2.50 -1.71
128 H 2.57 3.12 -3.90
129 H 4.52 1.36 -5.08
130 H 3.28 2.02 -5.96
131 H 3.10 0.40 -5.19
132 H 1.71 1.71 -2.32

---

[4]
The following is a DFT calculation (the ωB97M-V functional and the def2-TZVPD basis) of a 2-piece molecular cluster, C2H5O3 overall in a non-equilibrium geometry.

Computed properties:
Calculated total energy (eV): -8298.4002
Charge: -1
ΔE to the lowest compared entry with this formula, charge and spin (kcal per mole): 29.4
E_HOMO (eV): -4.430

Atoms and positions in Å:
1 C 1.60 -0.54 0.57
2 O 0.32 -0.64 1.20
3 H 2.48 -0.26 1.23
4 H 1.74 -1.53 0.05
5 H 1.41 0.33 -0.23
6 O -2.29 1.38 -1.86
7 C -1.79 0.82 -0.81
8 O -1.31 -0.34 -0.81
9 H -1.81 1.29 0.19
10 H -0.36 -0.50 0.48